54
Properties=species:S:1:pos:R:3:forces:R:3 method="wB97M-V/def2-TZVPD" total_charge=+2 fmax_ev_per_a=1.99 energy_ev=-63134.131 e_homo_ev="-14.5 / -14.5"
Mo -0.637306 -1.131269 0.978693 -1.847 0.385 -0.637
N -1.450842 -1.916835 3.092339 0.605 0.370 -0.579
N -2.503474 -2.837949 3.008144 -0.051 -0.069 0.057
C -2.966178 -3.278235 1.835855 0.144 -0.164 -0.156
N -3.967632 -4.134012 1.839534 -0.123 0.010 0.071
S -2.298659 -2.781774 0.339338 0.434 0.137 -0.116
H -0.699921 -2.319767 3.643685 0.153 -0.100 0.127
H -1.776705 -1.085804 3.576505 -0.072 0.097 0.132
H -2.897015 -3.170907 3.874801 -0.040 0.009 0.154
H -4.444109 -4.420729 2.681914 0.004 -0.028 0.016
H -4.339028 -4.472318 0.965614 0.006 -0.014 -0.057
F -2.052830 3.707761 -3.468768 -0.002 0.052 -0.112
C -2.138461 2.971059 -2.384803 -0.011 0.069 0.007
C -1.443300 1.773317 -2.312596 0.242 -0.207 -0.264
F -0.694081 1.360931 -3.324378 -0.022 -0.017 -0.080
C -1.545028 1.025797 -1.168025 -0.301 0.440 -0.085
F -0.940656 -0.196294 -1.089531 -0.170 -0.213 -0.107
C -2.266698 1.444854 -0.079098 0.081 -0.030 0.128
S -2.224756 0.504415 1.386830 0.241 -0.339 0.571
C -2.972399 2.632682 -0.164403 -0.027 -0.004 0.118
F -3.696056 3.045914 0.864440 0.035 0.026 0.018
C -2.919376 3.391059 -1.318060 -0.095 0.195 -0.098
F -3.596972 4.518425 -1.402052 0.053 -0.010 -0.004
C 0.732810 3.516007 1.978114 0.110 -0.045 -0.014
C 1.164697 2.569113 0.889380 -0.234 0.170 0.098
C 1.740450 3.048529 -0.280722 0.055 0.123 -0.096
C 2.200693 2.203416 -1.293298 0.007 0.165 -0.065
C 2.901544 2.748980 -2.509039 -0.017 -0.069 0.085
C 2.009648 0.834620 -1.160333 -0.047 -0.298 -0.205
C 1.441199 0.325977 0.001687 -0.074 0.093 0.188
C 1.047295 1.194868 1.037197 0.383 -0.288 -0.306
N 1.063726 -1.020538 0.196490 0.835 -0.245 0.709
C 1.683696 -2.231900 -0.442871 -0.252 -0.123 0.017
C 3.195739 -2.115698 -0.624055 0.012 0.234 0.067
C 0.974905 -2.496916 -1.778769 0.093 0.100 -0.004
C 1.342392 -3.354780 0.555829 0.235 0.313 -0.061
H 1.596785 3.830220 2.568924 -0.045 -0.019 -0.004
H 0.012279 3.057406 2.656977 0.023 -0.002 -0.049
H 0.289951 4.418121 1.555102 -0.002 -0.040 0.010
H 1.859895 4.123062 -0.392461 0.033 -0.097 -0.032
H 2.742067 3.818865 -2.626221 -0.043 -0.020 0.011
H 2.574890 2.239626 -3.415799 -0.022 0.029 0.007
H 3.976973 2.583784 -2.414422 -0.010 0.018 -0.001
H 2.287900 0.176700 -1.976115 -0.001 0.050 0.094
H 0.774162 0.773429 1.994821 -0.050 -0.048 0.303
H 3.465591 -1.780431 -1.625023 -0.020 0.039 0.055
H 3.648940 -3.097025 -0.471044 -0.041 0.036 -0.046
H 3.630565 -1.425130 0.100388 0.035 -0.094 0.024
H 0.952376 -1.600526 -2.398033 0.060 -0.046 -0.048
H -0.054071 -2.818487 -1.615612 -0.053 -0.040 -0.028
H 1.497338 -3.281608 -2.328490 -0.021 0.025 0.073
H 2.078874 -3.404305 1.355839 0.010 0.011 0.050
H 1.271765 -4.320136 0.059095 -0.065 -0.043 0.058
H 0.366425 -3.145580 1.026496 -0.128 -0.483 0.006